12
Properties=species:S:1:pos:R:3:mulliken_charge:R:1 method="wB97M-V/def2-TZVPD" multiplicity=1 fmax_ha_per_bohr=0.0723 e_tot_ha=-265.33721
N 0.300 -1.233 0.109 -0.447
H -2.140 0.745 1.080 0.300
H 0.396 0.510 2.147 0.149
N 3.418 0.035 -0.367 -0.393
H -1.492 1.581 -0.227 0.256
C 2.266 0.050 -0.431 -0.013
H -2.159 -0.104 -0.518 0.344
C 0.884 -0.124 -0.590 0.172
H 0.589 0.094 -1.617 0.317
H -0.212 -2.156 -0.163 0.263
C -0.214 0.045 0.418 0.003
C -1.637 0.557 0.160 -0.951

12
Properties=species:S:1:pos:R:3:mulliken_charge:R:1 method="wB97M-V/def2-TZVPD" multiplicity=1 fmax_ha_per_bohr=0.0826 e_tot_ha=-265.32990
C -0.591 1.009 -0.038 0.581
H 2.299 -1.912 -0.233 0.256
H -1.060 2.709 -0.800 0.245
H 2.253 -0.989 -1.846 0.262
C 0.027 -0.367 0.098 -0.109
H -2.250 0.494 1.375 0.261
C -1.188 0.551 1.321 -0.405
H -0.992 1.173 2.107 0.264
N -0.405 -0.700 1.246 -0.401
N -0.576 1.872 -0.910 -0.613
H 0.845 -2.261 -1.270 0.299
C 1.637 -1.579 -1.051 -0.641

12
Properties=species:S:1:pos:R:3:mulliken_charge:R:1 method="wB97M-V/def2-TZVPD" multiplicity=1 fmax_ha_per_bohr=0.0090 e_tot_ha=-265.40063
C 1.134 -0.941 0.309 -0.315
H -0.603 2.498 -0.909 0.256
C -1.026 -0.463 -0.704 -1.125
C -0.066 -1.555 -0.265 -0.293
H 1.429 1.033 0.856 0.266
H -0.767 -1.663 0.597 0.255
N 0.853 0.336 0.396 0.002
N -0.810 1.995 -0.051 -0.605
H 0.009 -2.528 -0.751 0.444
C -0.411 0.637 -0.166 0.410
H 2.080 -1.355 0.638 0.411
H -1.820 2.006 0.049 0.295

12
Properties=species:S:1:pos:R:3:mulliken_charge:R:1 method="wB97M-V/def2-TZVPD" multiplicity=1 fmax_ha_per_bohr=0.0055 e_tot_ha=-265.53408 smiles=Cc1c[nH]cn1
C 1.128 -1.540 -0.002 -0.973
C 0.339 -0.272 -0.022 0.580
C -0.940 -0.092 -0.461 -0.504
H 0.576 -2.347 -0.492 0.276
H -1.615 -0.747 -0.995 0.363
C -0.156 1.757 0.434 -0.196
H -2.182 1.603 -0.127 0.223
H 2.102 -1.433 -0.488 0.269
H -0.137 2.792 0.759 0.393
H 1.314 -1.839 1.035 0.242
N -1.253 1.220 -0.168 -0.084
N 0.825 0.898 0.526 -0.589

12
Properties=species:S:1:pos:R:3:mulliken_charge:R:1 method="wB97M-V/def2-TZVPD" multiplicity=1 fmax_ha_per_bohr=0.0077 e_tot_ha=-265.44586
C -1.588 0.843 -0.123 -0.322
N 0.043 -0.812 -0.132 -0.292
C -1.218 -0.593 -0.197 -0.293
H 1.672 -3.376 0.197 0.244
H 1.660 -2.628 0.165 -0.236
C 0.637 0.478 0.024 0.395
H 2.141 1.576 0.278 0.265
N 1.890 0.592 0.171 -0.511
C -0.439 1.509 0.010 -0.391
H -2.592 1.242 -0.186 0.389
H -0.275 2.575 0.097 0.356
H -1.929 -1.406 -0.305 0.397

12
Properties=species:S:1:pos:R:3:mulliken_charge:R:1 method="wB97M-V/def2-TZVPD" multiplicity=1 fmax_ha_per_bohr=0.0701 e_tot_ha=-265.43340 smiles=N#C[C@H]1CCN1
C -1.166 -0.138 -0.424 -0.403
H -2.226 -0.191 -0.140 0.277
H 0.465 1.566 -0.311 0.282
H -1.100 -0.061 -1.512 0.256
N 2.212 0.881 -0.942 -0.559
H -0.136 -2.013 -0.474 0.246
H -0.765 1.230 1.250 0.262
C -0.263 0.891 0.332 -0.539
N -0.397 -1.257 0.150 -0.454
C 1.721 0.097 -0.240 0.305
H 1.005 -0.629 1.660 0.318
C 0.650 -0.376 0.650 0.007

12
Properties=species:S:1:pos:R:3:mulliken_charge:R:1 method="wB97M-V/def2-TZVPD" multiplicity=1 fmax_ha_per_bohr=0.0205 e_tot_ha=-265.50891 smiles=CC#N.CC#N
N 33.478 8.886 -0.633 -0.394
H 32.259 11.258 -2.279 0.264
C 30.060 8.728 -1.140 0.376
H 31.113 7.197 -0.203 0.280
H 33.947 11.086 -2.850 0.266
N 30.065 9.576 -1.910 -0.419
H 30.108 8.097 0.883 0.257
C 30.141 7.685 -0.124 -0.800
C 33.404 9.874 -1.209 0.300
H 29.329 6.975 -0.259 0.307
C 33.295 11.105 -1.984 -0.676
H 33.593 11.838 -1.227 0.239

12
Properties=species:S:1:pos:R:3:mulliken_charge:R:1 method="wB97M-V/def2-TZVPD" multiplicity=1 fmax_ha_per_bohr=0.0936 e_tot_ha=-265.44349 smiles=C[C@H]1N[C@@H]1C#N
N -4.066 -0.281 0.228 -0.420
C 0.897 -0.365 0.287 -1.019
H -0.530 1.707 -0.908 0.269
C -1.557 -0.037 -0.446 0.018
H -1.198 -0.518 -1.276 0.535
H 1.430 -0.659 1.261 0.267
C -0.542 0.212 0.629 0.053
H -0.981 0.383 1.661 0.388
H 0.806 -1.310 -0.392 0.266
H 1.413 0.369 -0.311 0.300
N -1.200 1.271 -0.186 -0.602
C -2.946 -0.266 -0.001 -0.055

12
Properties=species:S:1:pos:R:3:mulliken_charge:R:1 method="wB97M-V/def2-TZVPD" multiplicity=1 fmax_ha_per_bohr=0.0053 e_tot_ha=-265.51781 smiles=Cc1ccn[nH]1
H -2.075 -0.413 -1.054 0.242
C 1.957 -0.146 0.029 -0.355
H -0.101 2.108 0.044 0.228
C -1.734 -0.187 -0.038 -1.046
H -2.043 -1.012 0.608 0.290
H -2.254 0.714 0.302 0.303
H 2.986 -0.483 0.040 0.424
N 1.690 1.152 0.050 -0.861
C -0.249 -0.010 0.007 0.555
C 0.782 -0.926 0.001 -0.422
H 0.692 -2.003 -0.026 0.353
N 0.349 1.206 0.035 0.290

12
Properties=species:S:1:pos:R:3:mulliken_charge:R:1 method="wB97M-V/def2-TZVPD" multiplicity=1 fmax_ha_per_bohr=0.0357 e_tot_ha=-265.46501 smiles=Nc1cc[nH]c1
C 0.238 1.164 0.140 -0.666
C 1.391 -0.794 0.100 -0.524
H -2.276 1.232 0.095 0.263
H 2.267 -1.428 0.067 0.408
H 2.364 1.032 0.414 0.193
C 0.060 -1.134 -0.055 -0.529
C -0.649 0.080 0.034 0.572
N 1.503 0.541 0.228 0.031
N -2.013 0.283 -0.151 -0.578
H 0.017 1.487 -0.895 0.171
H -0.339 -2.091 -0.360 0.374
H -2.564 -0.373 0.383 0.285

12
Properties=species:S:1:pos:R:3:mulliken_charge:R:1 method="wB97M-V/def2-TZVPD" multiplicity=1 fmax_ha_per_bohr=0.0221 e_tot_ha=-265.43078
N -0.704 0.595 0.538 -0.133
C -2.035 -0.984 1.526 0.389
C 0.638 0.746 -0.035 -0.370
H -0.009 -0.900 -1.248 0.330
H 0.270 0.574 -2.191 0.313
N -2.756 -1.892 1.423 -0.405
H -1.467 0.765 -0.121 0.280
H 0.938 1.783 -0.167 0.317
C 0.640 -0.026 -1.354 -1.028
C -0.816 -0.237 1.543 -0.393
H 1.297 0.291 0.702 0.387
H 1.634 -0.394 -1.612 0.312

12
Properties=species:S:1:pos:R:3:mulliken_charge:R:1 method="wB97M-V/def2-TZVPD" multiplicity=1 fmax_ha_per_bohr=0.0331 e_tot_ha=-265.47507 smiles=N#CC[C@H]1CN1
C 1.112 -0.743 -0.343 -0.426
H 2.022 -0.038 1.337 0.252
C -1.808 0.113 -0.781 0.319
C -0.860 0.826 0.019 -0.651
N 1.517 0.346 0.546 -0.609
H -1.414 1.332 0.802 0.293
H 1.462 -1.749 -0.108 0.293
H -0.160 -0.708 1.432 0.392
H -0.429 1.597 -0.619 0.266
C 0.153 -0.120 0.578 0.066
H 1.010 -0.460 -1.426 0.221
N -2.605 -0.396 -1.436 -0.416

12
Properties=species:S:1:pos:R:3:mulliken_charge:R:1 method="wB97M-V/def2-TZVPD" multiplicity=1 fmax_ha_per_bohr=0.0091 e_tot_ha=-265.26249
H -0.330 1.918 0.591 0.419
N 1.576 -0.461 0.354 -0.661
C -0.375 0.899 0.200 -0.007
C 0.161 -0.404 0.805 -0.293
C -0.579 -0.793 -0.469 -0.116
C 0.400 0.281 -0.991 -0.561
H -0.779 -1.787 -0.870 0.437
H -1.977 0.615 -1.090 0.261
H -0.086 -0.778 1.809 0.419
H 2.072 0.330 0.780 0.279
H 1.559 -0.046 -0.918 0.444
N -1.642 0.225 -0.202 -0.624

12
Properties=species:S:1:pos:R:3:mulliken_charge:R:1 method="wB97M-V/def2-TZVPD" multiplicity=1 fmax_ha_per_bohr=0.0378 e_tot_ha=-265.38035
C -0.376 -0.834 0.314 0.100
H 2.044 0.886 1.152 0.258
N -1.666 -0.806 0.057 -0.587
C 1.847 -0.004 0.543 -0.715
H 1.917 -0.862 1.244 0.267
C -2.096 0.326 -0.577 -0.244
N 0.490 0.041 -0.141 -0.221
H -0.543 1.414 -1.907 0.357
C -1.056 0.999 -1.073 -0.150
H 2.689 -0.117 -0.152 0.256
H -0.075 -1.614 1.002 0.318
H -3.174 0.571 -0.463 0.360

12
Properties=species:S:1:pos:R:3:mulliken_charge:R:1 method="wB97M-V/def2-TZVPD" multiplicity=1 fmax_ha_per_bohr=0.1326 e_tot_ha=-265.36965 smiles="C1=CCNN=C1"
C 1.711 0.385 0.124 -0.293
H 0.295 -2.191 -0.009 0.208
H -1.813 1.362 -0.192 0.241
N 0.193 -1.232 0.092 -0.016
H -1.967 -0.920 -0.723 0.199
H 2.725 0.478 -0.204 0.345
C -1.051 -0.566 -0.023 -0.205
C -0.801 0.780 -0.124 -0.240
N 1.528 -0.815 -0.175 -0.521
H 0.389 2.312 0.166 0.311
H -1.679 -0.824 1.040 0.175
C 0.470 1.230 0.027 -0.204

12
Properties=species:S:1:pos:R:3:mulliken_charge:R:1 method="wB97M-V/def2-TZVPD" multiplicity=1 fmax_ha_per_bohr=0.0210 e_tot_ha=-265.32883
H 1.926 0.486 1.893 0.265
H 0.015 -0.604 1.474 0.445
H 0.599 -2.358 -1.014 0.202
C -1.308 -0.017 -0.785 0.320
H 1.127 -1.023 -2.022 0.241
C -0.830 0.975 0.188 -0.345
C 0.766 -1.264 -1.003 -0.487
C 0.254 0.382 1.064 -0.125
H -1.674 1.308 0.804 0.303
N 1.309 1.039 1.296 -0.634
H -0.429 1.842 -0.344 0.262
N -1.757 -0.769 -1.551 -0.448

12
Properties=species:S:1:pos:R:3:mulliken_charge:R:1 method="wB97M-V/def2-TZVPD" multiplicity=1 fmax_ha_per_bohr=0.0222 e_tot_ha=-265.38100
N -0.299 -0.125 0.154 0.093
N 2.761 1.489 -0.098 -0.358
H 1.411 -1.260 0.621 0.292
H -0.677 1.796 1.008 0.283
H -1.456 -1.607 -0.822 0.287
H 1.114 -0.987 -1.105 0.263
H -1.537 1.400 -0.612 0.291
H -2.096 -0.982 0.830 0.284
C 1.997 0.622 -0.099 0.171
C 1.074 -0.518 -0.111 -0.285
C -0.911 1.087 0.213 -0.681
C -1.383 -0.914 0.021 -0.639

12
Properties=species:S:1:pos:R:3:mulliken_charge:R:1 method="wB97M-V/def2-TZVPD" multiplicity=1 fmax_ha_per_bohr=0.0127 e_tot_ha=-265.41871
C 1.195 -1.005 0.086 -0.197
C -0.263 -1.239 0.153 -0.980
H -2.495 1.027 0.457 0.252
H 1.228 -1.460 -0.920 0.239
N 1.439 0.425 0.051 -0.087
N -2.156 0.346 -0.211 -0.613
H 1.879 -1.559 0.728 0.412
H -2.678 -0.513 -0.071 0.294
C 0.237 1.010 -0.073 -0.669
C -0.780 0.055 -0.042 0.770
H 2.327 0.895 -0.028 0.208
H 0.162 2.091 -0.185 0.371

12
Properties=species:S:1:pos:R:3:mulliken_charge:R:1 method="wB97M-V/def2-TZVPD" multiplicity=1 fmax_ha_per_bohr=0.0213 e_tot_ha=-265.36557 smiles="CC1=C(C#N)N1.[H][H]"
C -1.348 0.979 -0.317 -0.989
C -0.079 0.277 -0.550 0.163
H -1.932 0.429 0.428 0.265
N 3.643 0.873 -0.570 -0.439
H -1.172 1.999 0.031 0.274
H -1.935 1.012 -1.242 0.290
H -0.618 -1.899 1.325 -0.205
H 0.258 -1.341 -1.766 0.203
H -0.993 -1.886 1.971 0.196
N 0.361 -1.119 -0.768 -0.532
C 1.193 0.142 -0.647 0.551
C 2.533 0.538 -0.590 0.222

12
Properties=species:S:1:pos:R:3:mulliken_charge:R:1 method="wB97M-V/def2-TZVPD" multiplicity=1 fmax_ha_per_bohr=0.0191 e_tot_ha=-265.41329
C -0.053 -0.430 1.056 -0.520
C -1.244 0.830 -0.586 -0.505
H -0.726 -1.262 1.278 0.266
H 1.219 1.278 -0.443 0.261
H 0.570 -0.231 1.930 0.327
H -1.169 1.435 1.321 0.214
C -0.211 -0.013 -1.277 -0.053
H 1.110 -1.664 -0.429 0.388
N 1.174 0.420 -0.994 -0.528
N -0.934 0.687 0.691 -0.084
C 0.647 -0.700 -0.258 -0.154
H -0.382 -0.351 -2.289 0.389